Entry 1:
DFT (ωB97M-V with the def2-TZVPD basis set) results for the ion N3O with charge +1.

Structure (XYZ):
```
4
Properties=species:S:1:pos:R:3:forces:R:3
N 1.736042 0.066876 -0.012881 -2.686 -1.263 0.250
N -0.697798 0.349819 -0.065584 5.729 1.628 -0.288
N 0.655820 -0.286423 0.056954 2.217 1.951 -0.382
O -1.694064 -0.130273 0.021512 -5.260 -2.316 0.420
```
Forces are in eV/Å.

Results
- gap between HOMO and LUMO (spin up / spin down) (eV) = 8.2 / 11.3
- spin multiplicity = 3
- DFT total energy (Ha) = -238.9410
- total charge = +1
- E_HOMO (spin up / spin down) (eV) = -17.10 / -23.03
- LUMO level (spin up / spin down) (eV) = -8.91 / -11.73

Entry 2:
DFT (ωB97M-V with the def2-TZVPD basis set) results for a structure of composition C7H23Fe2O12P.

Structure (XYZ):
```
45
Properties=species:S:1:pos:R:3:forces:R:3
Fe -0.235583 0.457379 2.829541 -0.384 0.457 0.057
Fe -1.054947 1.347916 -0.025776 -0.394 0.051 -0.261
O -0.099264 -0.126737 0.900538 0.457 -1.068 -1.714
H 0.462603 -0.575123 0.238893 -0.173 0.109 1.059
P -0.522926 3.005994 1.793633 -3.799 3.946 3.922
O -1.543668 1.893668 1.847750 -4.109 -4.765 -0.778
O -0.364430 3.203814 0.265100 1.319 0.500 -0.292
O 0.536618 2.213600 2.558107 4.266 0.076 0.372
O -1.248967 4.026089 2.695297 2.456 0.726 -1.907
C 4.183520 1.133796 2.164537 -2.386 -0.958 -0.202
C 3.127643 0.925318 0.991418 1.363 0.076 1.982
O 2.792749 2.190431 0.515948 -0.017 -0.491 -1.036
O 3.548425 1.756503 3.286959 0.998 0.515 -0.344
H 5.004672 1.758415 1.812873 -0.022 -0.085 0.220
H 4.471741 0.145301 2.522189 0.750 -0.246 -0.332
H 2.282261 0.360258 1.384037 -0.356 0.376 0.406
H 3.496395 0.206816 0.259373 0.613 0.435 -0.698
H 1.965422 2.414448 0.948314 -0.525 0.374 0.293
H 2.691621 1.357479 3.455050 -0.307 0.046 -0.269
C 1.169022 -4.050468 -0.813810 -2.149 0.766 1.562
C -0.049840 -3.323021 -0.090318 2.136 1.456 1.072
O -1.091141 -4.114943 0.351697 -1.249 -2.300 -0.749
O 0.775424 -4.253497 -2.125508 -0.472 -0.394 -1.486
H 1.314149 -4.971387 -0.249047 0.212 -0.276 -0.080
H 2.078218 -3.449665 -0.791594 -0.072 0.284 0.441
H -0.415447 -2.439368 -0.613355 0.113 -0.172 -0.721
H 0.293733 -2.913520 0.859607 1.099 0.463 -0.151
H -1.828946 -3.587651 0.666672 0.280 0.206 -0.038
H 1.444615 -4.709971 -2.640695 0.117 -0.055 0.152
C -3.827822 1.216101 -1.789261 1.289 1.252 1.537
C -4.050916 0.208242 -0.615567 0.913 0.437 -1.653
O -2.742440 -0.287346 -0.212289 -1.223 0.599 -0.921
O -2.784002 2.153935 -1.332155 -0.480 -1.092 -0.583
H -4.682639 1.847002 -2.032871 -0.434 -0.538 0.206
H -3.492081 0.730856 -2.705733 0.136 -0.217 0.112
H -4.594205 -0.593800 -1.115232 -0.422 -0.280 0.572
H -4.592295 0.703324 0.190594 0.140 -0.224 0.106
H -2.847304 -0.905096 0.515029 0.149 0.156 0.348
H -2.987354 3.072898 -1.521245 -0.071 0.008 0.149
C 0.812989 0.088425 -2.202739 0.706 0.784 -2.433
O -0.219717 1.074540 -1.988448 0.841 -1.124 -0.215
H 1.187734 0.280006 -3.208198 0.078 0.334 -0.556
H 1.765074 0.280574 -1.708050 -0.700 -0.295 1.240
H 0.464472 -0.924563 -2.403940 -0.186 -0.257 1.374
H -0.593165 1.173031 -2.867324 -0.503 0.404 0.242
```
Forces are in eV/Å.

Results
- gap between HOMO and LUMO (spin up / spin down) (eV) = 4.1 / 5.9
- spin multiplicity = 10
- DFT total energy (Ha) = -4052.1945
- total charge = -1
- E_HOMO (spin up / spin down) (eV) = -2.07 / -3.93
- LUMO level (spin up / spin down) (eV) = 1.98 / 1.96

Number 1: largest force on an atom 6.0 eV Å⁻¹. Number 2: largest force on an atom 6.7 eV Å⁻¹.